Entry 1:
Density functional theory data (ωB97M-V/def2-TZVPD) for a structure of composition C27H21N3O7SW.

Results
Energy relative to the best compared isomer or geometry (same formula, charge and spin): 20.7 kcal/mol
HOMO level: -0.49215 hartree
Gap between HOMO and LUMO: 5.31 eV
LUMO energy: -8.09 eV
Charge: +2

XYZ file:
```
60
Properties=species:S:1:pos:R:3:forces:R:3
W -0.062979 -0.300788 -1.277751 -0.269 0.304 0.422
O -0.477747 0.815161 0.819573 -0.031 0.013 0.048
C 0.875417 1.191317 1.392025 0.032 -0.015 0.036
C 1.510765 0.422548 0.226692 -0.002 0.114 -0.123
O 1.598342 0.938257 -0.953788 0.032 -0.049 0.034
O 1.294833 -0.830668 0.247166 0.017 -0.132 -0.018
C 1.101152 0.493721 2.701175 0.039 0.001 -0.018
C 2.393474 0.096780 3.024318 -0.014 -0.022 0.001
C 2.650629 -0.481557 4.256911 0.008 0.000 0.007
C 1.615565 -0.663978 5.164319 0.007 -0.001 -0.007
C 0.326582 -0.267777 4.838359 -0.013 0.005 -0.005
C 0.065255 0.314107 3.605565 0.005 0.027 0.019
C 1.012349 2.692393 1.401604 -0.029 0.013 0.009
C 0.601021 3.460887 0.307568 0.006 -0.009 0.034
C 0.686462 4.841316 0.349354 -0.001 0.008 -0.006
C 1.195626 5.471419 1.477244 0.001 0.002 -0.003
C 1.607736 4.716712 2.563478 0.004 -0.004 0.000
C 1.509811 3.333201 2.532765 0.016 -0.004 -0.009
H -0.965833 1.646910 0.684876 -0.035 0.003 -0.021
H 3.208826 0.248109 2.322601 -0.002 -0.008 0.007
H 3.656763 -0.787338 4.509224 -0.003 0.001 0.000
H 1.815857 -1.112956 6.127687 -0.001 0.002 -0.003
H -0.477427 -0.402363 5.549347 0.001 -0.001 -0.004
H -0.938996 0.636001 3.361718 -0.006 0.003 -0.003
H 0.219434 2.992936 -0.591680 -0.003 -0.008 -0.028
H 0.360117 5.427310 -0.499114 -0.001 -0.001 0.003
H 1.266000 6.550259 1.508170 -0.002 -0.004 0.000
H 1.998739 5.203394 3.446374 0.000 -0.002 -0.002
H 1.820370 2.757260 3.392843 -0.002 -0.003 0.003
N -3.763884 -5.650340 1.554073 0.035 -0.008 -0.005
C -3.361159 -5.533266 0.280910 -0.034 -0.005 0.018
S -3.807226 -6.486863 -0.963924 0.005 0.007 -0.007
C -2.510273 -4.346140 -0.026009 -0.004 0.009 0.012
C -1.378678 -4.476681 -0.828821 0.020 -0.006 -0.022
C -0.670950 -3.360243 -1.192557 -0.058 -0.021 -0.065
N -1.036994 -2.119826 -0.796352 -0.015 -0.111 0.031
C -2.106967 -1.990429 0.018371 0.033 -0.015 0.061
C -2.859795 -3.070069 0.414193 -0.018 -0.005 0.002
H -4.352721 -6.431670 1.800033 -0.004 -0.004 -0.002
H -3.324213 -5.141613 2.303195 -0.009 0.009 0.002
H -1.074987 -5.450251 -1.186496 -0.003 -0.002 0.000
H 0.208939 -3.432620 -1.812779 0.001 -0.004 -0.002
H -2.359641 -0.989917 0.346450 0.005 0.013 0.003
H -3.728187 -2.909995 1.038314 0.000 0.003 -0.005
O -2.495235 2.634907 -2.604413 -0.033 0.013 -0.014
C -1.683328 1.796345 -2.672822 0.010 -0.077 -0.010
O -1.454736 0.897975 -1.542747 -0.118 0.179 -0.066
C -0.687793 1.429169 -3.701261 -0.118 -0.041 -0.018
C -0.307916 2.141116 -4.820173 -0.025 0.020 -0.024
C 0.794116 1.709826 -5.585078 -0.038 0.023 0.001
C 1.542372 0.610194 -5.213704 0.007 -0.076 -0.014
C 1.128988 -0.084411 -4.075768 -0.026 -0.095 -0.074
C 0.011749 0.278672 -3.350369 0.458 0.434 0.238
N 1.801099 -1.154060 -3.454789 -0.094 0.019 0.124
O 2.730943 -1.744071 -3.878518 0.080 -0.054 -0.087
O 1.271519 -1.486204 -2.299154 0.392 -0.186 -0.201
H -0.834788 3.049705 -5.085255 0.010 -0.004 -0.018
H 1.082316 2.277444 -6.458375 0.006 0.003 0.001
H 2.421036 0.297959 -5.762972 -0.002 0.015 -0.009
H -0.661751 -0.667213 -2.931828 -0.220 -0.269 -0.225
```
Forces are in eV/Å.

Charges obtained by natural (NBO) population analysis, quoted in units of e: W 1.87; O -0.72; C 0.24; C 0.77; O -0.60; O -0.58; C -0.14; C -0.15; C -0.20; C -0.18; C -0.19; C -0.20; C -0.08; C -0.23; C -0.20; C -0.15; C -0.19; C -0.18; H 0.54; H 0.21; H 0.24; H 0.24; H 0.23; H 0.22; H 0.19; H 0.23; H 0.24; H 0.24; H 0.24; N -0.75; C 0.03; S 0.02; C 0.04; C -0.20; C 0.08; N -0.54; C 0.07; C -0.22; H 0.43; H 0.40; H 0.28; H 0.24; H 0.23; H 0.26; O -0.40; C 0.79; O -0.69; C -0.20; C -0.04; C -0.18; C -0.11; C 0.01; C -0.23; N 0.53; O -0.19; O -0.45; H 0.27; H 0.27; H 0.28; H 0.24

=====

Entry 2:
Density functional theory data (ωB97M-V/def2-TZVPD) for a structure of composition C22H21ILaN7OPS at a distorted geometry.

Results
Energy relative to the best compared isomer or geometry (same formula, charge and spin): 15.6 kcal/mol
HOMO level: -0.36556 hartree
Gap between HOMO and LUMO: 7.24 eV
LUMO energy: -2.71 eV
Charge: +1

XYZ file:
```
55
Properties=species:S:1:pos:R:3:forces:R:3
La -0.065137 1.128214 -0.912574 1.497 -1.269 1.117
C 2.669285 -4.449386 -0.147050 -0.020 -0.177 0.016
N 2.578220 -3.038205 -0.484759 -0.086 0.070 -0.074
C 3.630632 -2.227084 -0.791853 0.067 0.146 0.020
C 3.096917 -1.001565 -1.072128 0.065 -0.068 -0.068
N 1.736032 -1.052963 -0.954461 0.132 0.187 0.237
C 1.444764 -2.294945 -0.597589 -0.004 -0.092 -0.008
P -0.218377 -3.021898 -0.399030 0.005 0.427 -0.064
C -0.880565 -1.874540 0.859009 -0.023 -0.183 0.035
N -0.818221 -0.551389 0.865792 -0.219 -0.349 0.238
C -1.396663 -0.139087 2.033027 -0.078 0.095 0.059
C -1.815085 -1.227665 2.739951 0.002 0.102 0.047
N -1.484168 -2.321062 1.991669 0.083 0.094 -0.147
C -1.729781 -3.706979 2.356476 -0.028 -0.191 0.035
C -0.911219 -2.315467 -1.932498 0.037 -0.167 -0.001
N -0.695850 -1.105787 -2.424394 -0.251 -0.166 -0.220
C -1.222675 -1.110535 -3.684052 -0.078 -0.097 -0.046
C -1.773252 -2.333291 -3.950163 0.048 0.104 -0.075
N -1.569468 -3.092171 -2.837180 0.027 0.078 0.095
C -1.974189 -4.478434 -2.669120 0.020 -0.159 0.035
H 3.717552 -4.726461 -0.085700 0.010 0.035 0.005
H 2.198136 -4.649252 0.813204 0.013 0.039 0.004
H 2.191221 -5.060276 -0.911134 0.010 0.023 -0.005
H 4.650866 -2.570295 -0.777970 -0.038 -0.041 0.001
H 3.614442 -0.100542 -1.357134 0.006 -0.016 0.028
H -1.478905 0.906473 2.286518 -0.006 -0.023 0.013
H -2.306341 -1.306292 3.694430 0.002 -0.045 -0.030
H -2.266715 -3.733381 3.300005 0.005 0.054 0.005
H -2.334236 -4.202857 1.599631 -0.010 0.035 -0.001
H -0.792413 -4.248252 2.470887 0.004 0.030 0.017
H -1.167806 -0.247691 -4.325517 -0.014 -0.018 -0.014
H -2.272315 -2.715287 -4.824224 -0.006 -0.014 0.035
H -2.625229 -4.757004 -3.492404 -0.004 0.036 -0.013
H -1.107228 -5.137971 -2.666758 -0.005 0.021 -0.022
H -2.518281 -4.607022 -1.736016 -0.021 0.029 -0.016
I 2.383412 1.460403 1.333514 -0.250 0.699 -0.046
C 1.851734 3.517784 1.673811 0.303 -0.404 0.106
C 2.729053 4.192273 2.472498 0.019 -0.126 -0.042
C 2.457333 5.526203 2.823699 -0.055 0.082 -0.003
C 1.307174 6.109568 2.381259 0.070 -0.003 0.051
C 0.398468 5.406040 1.556410 0.089 -0.171 -0.023
C -0.799368 6.034690 1.145924 -0.044 -0.015 -0.045
C -1.692390 5.366388 0.366792 -0.054 0.145 0.014
C -1.400552 4.057894 -0.072475 0.223 -0.009 0.111
C -0.245378 3.369894 0.258830 0.087 0.179 0.545
C 0.657397 4.060045 1.138274 -0.188 0.340 0.007
H 3.624418 3.709812 2.839510 -0.011 0.012 0.015
H 3.156591 6.062180 3.451028 -0.023 0.020 -0.002
H 1.063419 7.127146 2.662104 0.014 0.000 -0.011
H -0.983151 7.051036 1.472485 -0.045 -0.007 -0.006
H -2.621536 5.838429 0.070822 0.020 0.010 -0.006
H -2.156262 3.607825 -0.707289 0.018 -0.078 0.003
O -2.549114 1.024935 -1.339258 -0.674 0.138 -0.132
S -2.356631 1.783250 -2.631648 0.163 -0.130 0.227
N -0.928564 2.064551 -2.873181 -0.803 0.787 -1.999
```
Forces are in eV/Å.

Charges obtained by natural (NBO) population analysis, quoted in units of e: La 2.04; C -0.41; N -0.32; C -0.06; C -0.08; N -0.53; C 0.08; P 0.75; C 0.09; N -0.57; C -0.06; C -0.06; N -0.31; C -0.41; C 0.07; N -0.53; C -0.08; C -0.06; N -0.32; C -0.41; H 0.23; H 0.22; H 0.22; H 0.24; H 0.23; H 0.25; H 0.24; H 0.23; H 0.22; H 0.22; H 0.24; H 0.24; H 0.23; H 0.22; H 0.22; I 0.17; C -0.06; C -0.26; C -0.21; C -0.18; C 0.03; C -0.20; C -0.21; C -0.22; C -0.58; C -0.15; H 0.23; H 0.23; H 0.22; H 0.22; H 0.22; H 0.18; O -1.00; S 1.43; N -1.13

=====

Entry 3:
Density functional theory data (ωB97M-V/def2-TZVPD) for the ion C4H9OS with charge -1 at a distorted geometry.

Results
Energy relative to the best compared isomer or geometry (same formula, charge and spin): 29.6 kcal/mol
HOMO level: -0.08006 hartree
Gap between HOMO and LUMO: 5.32 eV
LUMO energy: 3.14 eV
SMILES string: [O-]CCCCS
Charge: -1

XYZ file:
```
15
Properties=species:S:1:pos:R:3:forces:R:3
C 0.983034 2.044806 0.764831 0.045 0.241 0.130
O 0.409496 2.974576 1.526229 -0.140 0.160 -0.042
C 0.090888 0.758818 0.588366 1.387 0.754 -0.469
C 0.885880 -0.370823 -0.048505 0.090 -0.086 -0.176
C 0.156398 -1.707637 -0.128498 0.190 0.081 -0.015
S -1.253885 -1.724556 -1.285537 -0.029 -0.129 -0.029
H 1.229944 2.375304 -0.288896 -0.059 -0.011 -0.067
H 1.991909 1.726252 1.158165 -0.014 -0.365 0.008
H -0.687151 1.122424 -0.088326 -0.469 -0.413 0.494
H -0.199201 0.539651 1.615971 -0.562 -0.228 -0.148
H 1.832747 -0.486285 0.501242 -0.225 -0.211 0.139
H 1.208597 -0.098829 -1.061247 -0.167 0.119 0.010
H 0.807125 -2.520009 -0.471323 -0.058 0.109 0.006
H -0.230468 -1.984500 0.846005 -0.015 -0.131 0.183
H -2.131807 -1.109906 -0.485085 0.024 0.109 -0.023
```
Forces are in eV/Å.

Charges obtained by natural (NBO) population analysis, quoted in units of e: C 0.02; O -0.95; C -0.47; C -0.42; C -0.49; S -0.10; H 0.05; H 0.05; H 0.19; H 0.19; H 0.20; H 0.19; H 0.20; H 0.20; H 0.13

=====

> Which value of gap between HOMO and LUMO does entry 1 give?

5.31 eV

=====

> Look up the energy relative to the best compared isomer or geometry (same formula, charge and spin) of the third one.

29.6 kcal/mol

=====

> Which formula does entry 2 have?

C22H21ILaN7OPS